[1]
Entry from OMol25: C20H19FN4O2S in the gas phase (the ωB97M-V functional and the def2-TZVPD basis).

The geometry in XYZ format:
```
47
Properties=species:S:1:pos:R:3:forces:R:3
H -3.445322 2.686529 3.085500 0.02 0.07 0.31
C 0.380804 1.527673 0.822022 0.25 0.44 -0.41
C 1.989722 0.933830 -2.546657 0.17 -0.06 0.07
C 1.306555 1.623699 -1.402361 -0.06 0.08 -0.07
S -4.307310 2.386327 0.802568 0.64 -0.02 0.88
H 0.127459 4.647876 -0.442974 -0.02 0.09 0.00
C 1.124268 0.013504 2.616322 0.28 -0.21 0.33
H 3.998884 1.505179 -1.983964 0.09 0.07 0.04
C 2.424853 -2.895945 -2.256966 -0.06 0.06 -0.27
O -1.325544 0.499122 3.759101 -0.11 0.10 0.00
H 2.091547 0.511762 2.520156 -0.12 -0.09 -0.03
N 0.083734 0.808211 2.004086 0.17 -0.18 0.09
C 0.979178 2.971225 -1.463635 -0.01 -0.04 -0.02
C 0.141018 -3.152308 0.751196 0.20 -0.01 -0.03
H 1.254898 -0.140105 -0.202988 0.00 -0.18 -0.03
H -0.379642 3.373385 1.605223 0.00 0.04 0.06
H 0.821077 -3.809142 1.298854 -0.18 0.00 -0.05
C 0.368465 3.596636 -0.390585 -0.06 0.03 0.04
H 1.455406 0.010366 -2.778625 -0.03 0.05 -0.07
H 3.915993 0.096358 -3.046098 0.12 -0.08 -0.05
H 1.205574 3.536639 -2.355324 0.03 0.04 -0.12
H 0.882769 -0.086370 3.680571 0.11 0.00 -0.18
C 0.610828 -2.996601 -0.674155 -0.06 -0.10 0.11
N -2.335365 0.977938 0.491015 0.83 -0.76 -0.11
C 3.441888 0.597633 -2.206039 -0.15 0.03 -0.14
C 0.075811 2.884404 0.756120 0.12 -0.05 0.06
H -1.343689 -2.625006 -1.471396 -0.14 0.00 0.03
C 1.504383 -2.623224 -3.252784 -0.06 -0.05 0.15
C 1.968066 -3.080080 -0.964791 -0.11 -0.01 -0.02
C 1.005485 0.908689 -0.250332 -0.03 0.13 0.16
C -3.267804 2.216751 2.141266 0.02 -0.15 -0.38
C -1.121192 0.894239 2.627616 -0.08 -0.05 0.15
H -0.626321 -1.249408 1.260356 0.12 0.05 0.02
H -0.537765 -2.299457 -3.790821 -0.05 0.02 -0.11
N -3.348633 1.396143 -0.116433 -0.85 -0.01 -1.36
C 0.150058 -2.521135 -2.990292 0.16 0.03 -0.19
H 3.490705 -0.057294 -1.339377 0.05 -0.07 0.09
H 2.667876 -3.281827 -0.168174 0.07 -0.03 0.10
C -2.220291 1.408125 1.766587 -1.23 0.75 0.71
F 1.941229 -2.442818 -4.517787 -0.02 0.01 0.08
H 1.964453 1.572513 -3.430803 -0.08 -0.03 -0.02
H -0.872216 -3.556844 0.787464 0.09 -0.02 0.03
O 2.275899 -2.042067 2.173385 0.40 -0.17 0.06
C -0.289541 -2.705879 -1.691496 0.17 -0.07 0.06
N 0.148745 -1.871198 1.433532 -0.42 -0.11 0.01
C 1.254949 -1.402162 2.042605 -0.34 0.46 0.11
H 3.473801 -2.961403 -2.497962 0.11 0.00 -0.05
```
Positions in Å, forces in eV/Å.

Total charge: 0
Maximum force in eV/Å: 1.60
Kohn-Sham gap in eV: 8.8
SMILES string: CCc1cccc(N(CC(=O)NCc2ccc(F)cc2)C(=O)c2csnn2)c1
Relative energy (zero: lowest compared OMol25 entry of this formula, charge and spin) in kJ/mol: 124.9



[2]
Entry from OMol25: a molecular structure, C20H19HgOP (the ωB97M-V functional and the def2-TZVPD basis).

The geometry in XYZ format:
```
42
Properties=species:S:1:pos:R:3:forces:R:3
O -1.766528 2.310778 0.679311 -0.34 -0.02 0.68
H -7.799246 -2.649719 2.752954 0.31 0.05 -0.08
C -1.843773 -1.052974 3.910186 0.15 0.25 -0.09
H -3.265870 1.032621 -3.798215 0.04 -0.16 0.29
H -2.256609 -2.052898 4.047195 0.06 0.22 -0.06
H -4.377779 0.538138 0.337472 0.19 0.01 -0.20
C -1.357919 -0.354343 5.013714 0.12 0.20 -0.12
H 4.469869 -1.617266 -3.524503 -0.60 0.90 0.61
H -1.491229 -0.708970 -3.532413 -0.28 0.08 0.25
H -4.392687 -0.016107 2.928932 -0.09 -0.24 -0.12
H -0.476165 1.492981 5.729912 -0.11 -0.21 -0.29
C -0.784191 1.513632 3.595888 0.13 -0.09 0.16
C -6.174702 -1.234283 2.916237 0.13 -0.12 -0.10
C -2.128936 -0.435635 -2.687398 -0.13 0.14 -0.08
C -0.833434 0.936311 4.860207 -0.16 -0.18 0.06
C -6.028062 -3.336665 1.713923 -0.12 0.18 0.08
C -2.724092 -0.674153 -0.342045 0.11 0.36 -0.12
H -6.741569 -0.520428 3.517086 0.12 -0.25 -0.17
C -1.066279 1.460174 1.170929 1.14 0.39 -1.57
C -1.940430 -1.053240 -1.453377 -0.15 0.31 0.50
H 2.590379 -0.856528 -0.948804 -0.03 0.27 -0.26
C -6.764911 -2.426716 2.485744 0.24 0.01 -0.09
C -4.709805 -3.052319 1.367353 0.01 0.57 0.25
C -3.927140 0.887080 -1.745497 -0.05 -0.09 0.11
H 2.985885 0.815460 -1.545247 -0.05 -0.37 -0.14
H -1.175525 -1.821844 -1.323413 -0.18 0.21 -0.06
H -4.704763 1.648017 -1.853431 0.27 -0.27 -0.01
H 4.083718 -1.059909 -3.136266 0.63 -0.92 -0.63
Hg 0.664922 0.904679 -0.055867 0.34 -1.04 -0.54
C -3.739855 0.273311 -0.504962 0.16 0.02 -0.43
H -1.378526 -0.819794 5.999689 -0.03 0.13 -0.26
H -4.124976 -3.749197 0.763129 -0.19 0.16 0.19
C -4.113542 -1.845311 1.791483 -0.51 -0.19 0.19
C 2.210942 0.049359 -1.436697 -0.98 0.83 1.00
C -4.849216 -0.942697 2.577758 -0.25 -0.44 -0.17
H -6.485412 -4.269799 1.379407 0.11 0.28 0.13
H 1.714769 -0.172242 -2.388603 0.24 0.04 0.24
P -2.402894 -1.534474 1.247446 0.21 -1.16 -0.06
H -0.382390 2.518209 3.452703 -0.08 -0.25 0.10
C -1.233996 0.808420 2.480442 -0.94 -0.75 0.86
C -3.123314 0.539703 -2.834659 0.17 -0.11 0.19
C -1.806811 -0.484868 2.626255 0.40 1.24 -0.23
```
Positions in Å, forces in eV/Å.

Total charge: 0
Maximum force in eV/Å: 1.98
Kohn-Sham gap in eV: 8.0



[3]
Entry from OMol25: C20H19N3O5 in the gas phase (the ωB97M-V functional and the def2-TZVPD basis).

The geometry in XYZ format:
```
47
Properties=species:S:1:pos:R:3:forces:R:3
H -0.477775 3.790161 -1.592055 -0.04 0.08 0.12
C 5.615519 0.990493 0.894013 -0.45 0.05 -0.18
C -6.948605 -0.427517 1.009555 -0.05 0.12 0.08
H -5.652224 1.214050 0.619347 0.01 0.09 -0.03
H -7.732681 0.190574 1.418848 -0.07 0.07 0.02
C -0.398227 3.800981 -0.500313 0.27 -0.05 -0.14
N 2.310826 1.245412 -0.540131 0.54 -0.51 0.07
C 6.699546 0.130873 1.028554 0.25 -0.49 -0.09
C -4.898987 -2.007884 -0.053092 -0.23 0.05 0.19
H -0.493354 4.822489 -0.131022 0.09 -0.14 -0.04
H 3.470250 -0.935674 -0.912646 -0.13 -0.07 -0.09
C -4.732250 -0.613841 0.020017 -0.17 -0.28 0.11
C 3.364526 1.563256 0.105544 -0.50 0.72 0.11
C -5.773090 0.141985 0.575618 -0.11 -0.12 0.02
O -1.342282 1.436581 -1.584317 -0.05 -0.06 -0.21
H 7.488831 -3.434776 -1.166065 -0.16 0.14 0.18
H -8.036569 -2.265694 1.223968 -0.08 -0.06 0.02
O 5.591525 -2.773804 -0.706754 -0.38 0.31 -0.05
C -3.028426 1.192019 0.072154 -0.33 -0.55 -0.12
C -7.118037 -1.800633 0.900202 0.11 0.00 -0.04
N 1.244385 2.064734 -0.673325 -0.39 0.00 -0.34
O 1.728246 3.881420 0.640894 0.25 0.09 0.16
O -4.002558 -2.938506 -0.470824 -0.35 0.04 -0.07
H -3.141995 -0.218399 -1.426704 0.12 0.00 -0.01
H -6.201873 -3.643522 0.303151 0.00 -0.12 0.01
C -1.890188 1.856685 -0.570418 0.10 0.22 -0.03
H -1.860381 3.262149 0.925909 -0.06 -0.09 -0.08
N -1.472413 2.995801 0.036109 -0.05 0.11 0.16
H 7.590732 0.418818 1.560283 0.12 0.04 0.07
C 4.361742 -0.653816 -0.380974 0.24 -0.19 0.03
C 4.461370 0.620468 0.205652 0.60 -0.47 0.06
C 5.432582 -1.493538 -0.241774 0.36 0.30 0.29
C 6.586530 -1.111795 0.451869 -0.50 0.10 -0.19
O 7.488228 -2.138992 0.436050 0.04 0.45 0.21
H 6.784721 -4.074028 0.357568 -0.03 0.26 -0.10
H -2.116719 -3.591290 -0.583853 0.00 0.12 -0.02
C -2.645547 -2.645707 -0.713756 0.38 -0.02 -0.03
H -2.252022 -1.911587 -0.006889 0.00 -0.07 -0.03
C 0.991327 3.268727 -0.101949 -0.39 0.14 -0.15
H -2.486240 -2.295413 -1.736842 -0.01 0.02 0.08
C -6.102755 -2.572333 0.383550 0.12 -0.02 -0.08
H 3.503343 2.519670 0.604155 -0.17 0.00 -0.07
H -3.382572 1.594403 1.009976 -0.11 -0.01 0.13
C -3.573389 0.105631 -0.489703 0.48 0.52 -0.01
C 6.873327 -3.184474 -0.286993 0.51 -1.13 -0.24
H 5.670350 1.973883 1.335697 -0.03 0.12 0.04
H 0.503243 1.651940 -1.248284 0.25 0.26 0.26
```
Positions in Å, forces in eV/Å.

Total charge: 0
Maximum force in eV/Å: 1.26
Kohn-Sham gap in eV: 7.9
SMILES string: COc1ccccc1/C=C/C(=O)NCC(=O)N/N=C/c1ccc2c(c1)OCO2
Relative energy (zero: lowest compared OMol25 entry of this formula, charge and spin) in kJ/mol: 351.5



[4]
Entry from OMol25: a molecular structure, C20H19N3O8S (the ωB97M-V functional and the def2-TZVPD basis).

The geometry in XYZ format:
```
51
Properties=species:S:1:pos:R:3:forces:R:3
C 2.743852 -0.115110 0.137830 1.29 -0.21 -0.51
C -6.329986 0.447216 -1.015356 0.06 -0.17 0.14
C -6.368206 1.047293 -3.179197 0.07 0.02 -0.43
O -5.597871 0.417325 -2.156650 -0.23 0.11 0.19
H 1.594968 1.109905 2.579616 -0.34 -0.13 -0.19
C -1.815083 1.072049 2.174117 -1.31 -0.89 -0.95
H -0.620201 1.906299 4.766161 0.32 0.42 -0.30
H 0.809018 2.177294 6.710568 0.14 0.40 -0.11
O 3.525915 -3.096209 -3.467998 0.50 -0.30 -0.16
H 2.691825 0.973292 0.243120 -0.13 -0.46 0.05
O 4.946260 -4.413930 -2.301354 -0.04 0.05 -0.22
C 3.903855 -0.724613 -0.395188 -1.46 -1.30 0.62
H 0.151141 3.808626 6.451135 0.41 -0.20 -0.13
H 1.878533 3.580113 6.944494 -0.25 -0.13 -0.43
H 4.196064 -3.991614 -6.046998 -0.02 0.00 0.05
H 4.660362 -2.721809 -0.827792 -0.49 0.06 0.20
O -6.048239 -0.138600 -0.020679 -0.32 -0.03 -0.20
H 2.711433 -2.296502 -5.207446 -0.07 -0.08 0.19
N -3.026939 1.516226 2.548321 0.16 -0.08 -0.18
C 1.054222 3.186641 6.333759 -0.82 -0.10 -0.34
H 4.034715 -1.371543 -4.470754 0.03 -0.04 0.02
C 0.611282 0.831785 2.188070 -0.85 -0.25 -0.48
C 1.513330 3.032877 4.878954 1.43 -0.31 -0.17
C -0.489361 2.465752 3.815699 -1.27 -0.41 -0.17
C 0.469578 -0.174525 1.138799 0.05 -0.12 -0.27
C 4.663224 -3.828534 -3.297465 -0.09 -0.16 0.21
N -3.209782 -0.198245 0.689306 -0.06 1.36 1.32
H -1.397293 3.094484 3.731826 0.58 -0.13 -0.05
H -6.901526 0.278967 -3.743379 -0.01 0.00 0.05
H -0.830873 -1.267753 -0.156601 0.12 0.35 0.39
N 1.514809 -2.245012 0.451456 2.23 1.30 -0.80
O 0.687006 3.278373 3.796744 -0.14 -0.57 1.19
O 2.647070 2.687010 4.654892 -0.60 0.41 0.09
H 4.807455 -0.200610 -0.714629 -0.44 0.00 0.16
C 3.666998 -2.375918 -4.693162 -0.33 0.38 -0.13
C 4.667636 -3.203605 -5.455634 0.06 0.02 -0.47
O -7.426874 1.235489 -1.156216 0.25 -0.15 -0.09
C -7.296555 1.936823 -2.392072 -0.24 0.34 -0.17
H -8.265233 2.062894 -2.871417 -0.06 -0.09 0.19
C -0.755992 -0.505374 0.630579 -0.46 -0.47 -0.39
H -6.867242 2.921802 -2.195898 0.03 -0.04 0.01
C 3.815654 -2.136592 -0.461022 0.32 1.34 0.04
H 5.300775 -2.604207 -6.106683 0.14 -0.09 0.12
C 2.641562 -2.772190 -0.057184 0.02 -1.97 -0.25
H -5.727936 1.604879 -3.859697 0.15 -0.10 0.12
C 1.664613 -0.910833 0.530213 -1.77 1.50 1.27
C -0.517375 1.430642 2.687366 0.29 0.48 0.31
S -4.155576 0.776366 1.639009 0.88 -0.13 0.06
C -1.981865 0.087200 1.108771 2.38 -0.06 0.31
O 5.433099 -3.804035 -4.414864 -0.17 0.07 0.23
H 2.623756 -3.870262 -0.165472 0.02 0.54 0.07
```
Positions in Å, forces in eV/Å.

Total charge: 0
Maximum force in eV/Å: 2.70
Kohn-Sham gap in eV: 8.1
Relative energy (zero: lowest compared OMol25 entry of this formula, charge and spin) in kJ/mol: 0.0



[5]
Entry from OMol25: a molecular structure, C20H19N4OPd (the ωB97M-V functional and the def2-TZVPD basis).

The geometry in XYZ format:
```
45
Properties=species:S:1:pos:R:3:forces:R:3
H 0.835345 -2.710103 3.050458 -0.16 0.39 -0.10
C 2.407887 1.007617 -3.130649 -0.59 0.38 1.57
C -3.269175 2.907205 0.496705 -0.08 1.97 0.41
H -1.155740 -1.901629 4.593327 0.43 0.09 1.25
N -0.021359 1.303974 -0.339512 -1.58 1.75 0.76
H -2.191554 -2.543437 3.451599 -0.29 -0.17 -0.65
C 1.358788 3.132376 -1.529594 -1.91 -1.12 1.49
H -2.437289 -0.818939 3.895024 0.71 -0.79 -0.15
C -1.681730 -1.629439 3.717969 -0.63 1.35 -0.81
H 1.427989 -1.240814 2.263826 0.48 0.27 0.19
C 0.878733 -5.027222 -1.757324 0.32 1.73 -0.05
N 1.027215 -0.475831 -1.763851 -0.82 1.41 0.53
C 1.107631 -2.609938 -1.811330 1.75 0.72 -2.17
N 0.109093 -2.502582 -0.896515 -2.17 -1.78 2.23
C -2.861992 3.997581 1.313373 -0.44 -0.76 -0.08
C 0.777342 -1.603262 3.047181 -1.00 -0.38 -0.46
H 3.521940 2.653584 -4.057888 0.22 -0.37 -0.14
C 1.480086 -3.915615 -2.297303 -0.86 -0.95 0.83
H -1.213366 4.705396 2.569846 -0.47 -0.83 -1.24
Pd -0.386359 -0.664125 -0.400640 3.34 1.53 -1.86
C 2.371626 3.346871 -2.432594 0.64 -0.14 -1.55
H -4.328102 2.792477 0.366737 -0.37 -0.06 -0.60
H 2.201254 -3.959732 -3.090566 0.09 -0.07 -0.31
C 2.840949 2.324358 -3.285282 -0.11 0.64 0.81
C -0.026781 -4.857357 -0.650891 -0.97 -1.38 0.38
C -0.609154 3.052703 1.314856 -1.47 -0.65 -1.29
C -0.976288 2.166316 0.267241 0.68 0.33 -0.26
O -0.974466 -0.557687 1.632683 0.03 -2.70 4.44
H 2.763581 4.352778 -2.576305 -0.23 -0.08 -0.08
H 0.357466 3.012415 1.747908 0.83 -0.03 0.10
C -0.430732 -3.615747 -0.278932 1.32 0.88 -1.55
N 1.626244 -1.505211 -2.348295 -0.73 -3.48 0.73
H -2.597867 1.415012 -0.930504 -0.05 0.12 0.37
C -0.652478 -1.202435 2.679562 -0.72 1.32 -2.19
H 2.738434 0.158108 -3.721122 -0.06 0.32 0.01
H -1.216540 -3.356111 0.417330 0.00 -0.41 0.21
H -0.499395 -5.758847 -0.217216 0.28 0.67 -0.19
H 0.761582 3.957182 -1.120906 0.65 -0.11 0.20
C -2.343115 2.133527 -0.147239 1.38 -0.95 0.44
C 0.921594 1.813008 -1.228897 1.16 -0.64 -1.59
C 1.516097 0.752550 -2.034684 -0.09 1.56 -0.53
H 0.987207 -1.307506 4.092686 0.12 0.22 -0.71
H -3.598722 4.804941 1.557567 0.83 -1.00 0.19
C -1.542530 3.972709 1.760514 0.17 1.69 1.49
H 0.996669 -5.999125 -2.188361 0.37 -0.45 -0.04
```
Positions in Å, forces in eV/Å.

Total charge: -1
Maximum force in eV/Å: 5.20
Kohn-Sham gap in eV: 4.3
Relative energy (zero: lowest compared OMol25 entry of this formula, charge and spin) in kJ/mol: 35.6



- Among the records above, which one has the highest Kohn-Sham gap?
  C20H19FN4O2S